Formula: C57H50IN6O5SSeZr
Source: the OMol25 dataset
Level of theory: the ωB97M-V functional and the def2-TZVPD basis

Geometry (Å):
N: -3.255 -4.064 -1.163
H: 5.836 -1.063 -4.962
H: 2.043 -6.830 -2.810
C: 2.921 1.577 -4.145
C: 0.598 2.575 5.107
C: 4.046 1.364 -0.558
N: -5.637 -3.651 -0.600
H: 3.656 -3.239 0.838
H: 7.306 -1.192 -3.158
C: -2.736 2.939 2.483
H: -0.731 -0.226 -3.226
Se: 1.750 -0.644 -0.135
C: -4.270 -3.096 5.967
C: 5.888 -2.565 -0.437
H: -3.233 -0.895 -0.717
O: -2.951 -1.439 1.679
N: -1.550 0.259 -0.648
H: -4.871 -3.222 2.174
C: 1.388 0.096 -2.963
H: -2.538 -1.883 5.439
H: -1.196 3.339 -1.947
C: -0.014 1.726 2.946
C: 1.282 -3.623 1.442
H: -1.005 4.124 2.090
O: -1.434 -1.819 3.195
C: 4.650 -2.917 -0.951
C: -3.832 6.416 -0.577
C: -4.072 3.011 2.875
O: 2.123 -3.310 2.321
H: -4.536 0.592 -2.179
H: 0.576 -0.810 3.541
C: 5.288 -1.910 -3.045
S: -4.062 3.247 -3.036
C: -2.241 1.619 2.012
C: 4.993 -1.505 -4.466
C: 4.310 -2.512 -2.261
H: 2.559 2.287 -6.156
H: -2.198 5.408 -3.862
C: -2.648 5.370 2.644
H: 4.941 1.952 -0.761
C: -0.270 1.857 4.312
H: -2.034 6.275 2.523
C: 2.108 0.309 -1.808
H: -4.483 6.379 3.193
C: 0.627 -5.444 -0.067
C: -1.710 2.385 -1.742
C: 2.927 -5.402 -1.514
C: 0.188 -0.805 -3.024
H: -4.840 4.518 -0.529
H: 0.333 -1.485 -3.864
H: 1.319 0.528 -5.049
C: -3.534 0.881 -1.863
H: 4.145 1.527 -5.951
H: -4.107 -3.072 7.027
H: -1.174 1.441 4.734
H: 4.179 -0.766 -4.537
C: -4.162 5.164 -1.091
O: 0.988 -1.012 2.673
C: -5.286 -3.877 5.434
C: -2.796 0.015 -1.064
H: 1.382 2.078 1.398
C: 6.846 -1.908 -1.188
C: -1.008 1.421 -1.023
H: 2.140 -2.848 -2.146
N: 3.771 -3.615 -0.088
I: -6.486 -4.941 6.707
C: -5.544 -3.902 4.068
C: -3.415 -2.427 5.126
H: -4.659 2.096 2.996
C: -3.978 5.430 3.026
H: 3.891 -5.377 -2.007
C: -2.468 6.886 -2.305
C: -2.354 -3.199 -0.816
C: -3.649 -2.456 3.743
H: 2.988 -3.751 -3.409
C: 3.383 2.142 -5.453
C: 2.964 -2.801 -2.847
H: 0.013 1.607 -0.711
C: -4.673 4.236 3.173
C: 2.020 2.951 3.236
N: -3.009 7.269 -1.171
C: 1.839 0.714 -4.138
Zr: -0.669 -1.149 1.141
H: 2.683 -2.056 -3.559
O: 0.079 -3.156 1.468
C: -4.721 -3.190 3.238
H: 4.343 0.400 -0.121
H: 3.907 3.113 -5.332
H: 4.664 -2.386 -5.060
C: -3.590 4.787 -2.294
H: 4.493 2.416 -3.005
C: -1.024 1.038 2.088
C: 3.215 1.183 -1.793
H: 6.071 -2.788 0.601
C: 6.555 -1.648 -2.521
N: -1.492 -2.449 -0.581
H: 3.477 1.870 0.241
C: 3.604 1.784 -2.960
C: 1.743 3.145 4.573
C: -2.639 -1.861 2.824
H: -0.285 -5.463 0.495
C: -2.027 4.140 2.404
H: -5.732 4.263 3.410
H: -6.334 -4.479 3.615
H: 0.103 -1.343 -2.079
H: 1.478 -1.882 2.778
H: -1.779 7.598 -2.728
H: -4.206 6.746 0.379
H: 2.455 3.680 5.209
H: -3.004 1.045 1.489
C: 0.750 -6.275 -1.165
C: -4.521 -3.808 -0.827
H: 2.931 3.359 2.794
H: -0.110 -6.882 -1.407
C: -2.994 2.105 -2.185
C: -2.690 5.645 -2.911
C: 1.898 -6.240 -1.912
C: 1.607 -4.564 0.340
C: 1.160 2.250 2.423
H: 0.459 2.664 6.165
C: 2.803 -4.538 -0.418
H: 7.787 -1.580 -0.778

Properties
* orbital gap: 7.162 eV
* multiplicity: 1
* LUMO level: 1.88 eV
* charge: -1
* DFT total energy: -164669.47320 eV